Entry 1:
Here is a molecular structure, C51H97N6NiO12 from the Open Molecules 2025 dataset. Energies are from ωB97M-V/def2-TZVPD.

Last column: Löwdin charge in e.
Geometry (Å):
Ni  5.7538  -1.0113  -2.6593  0.9033
N  1.8391  -1.3969  -1.1274  -0.7404
O  0.7407  -1.5008  -0.6108  -0.0352
O  2.1150  -0.9098  -2.1678  -0.0615
O  2.8373  -1.7952  -0.5644  -0.1081
C  6.8735  -1.2902  -9.1603  0.0133
C  6.4328  -1.5827  -7.7616  -0.2657
C  6.6264  -3.1316  -7.2712  -0.3461
O  6.5703  -3.3011  -6.0187  -0.0607
C  7.0854  -4.0576  -8.2299  -0.0239
C  7.2778  -3.6584  -9.5420  -0.3513
C  7.2206  -2.2471  -9.9980  -0.3227
O  7.5287  -1.8276  -11.1843  0.1882
O  7.4659  -4.6344  -10.3908  -0.0638
O  6.4205  -0.7295  -6.8779  0.0254
H  6.8483  -0.2491  -9.4467  0.1157
H  7.0530  -5.1040  -7.9647  0.1123
C  -6.0011  1.4282  -2.8341  -0.0340
C  -7.0165  0.3779  -2.1816  -0.4726
C  -7.9653  -0.1217  -3.2567  -0.1262
C  -8.8539  -1.3622  -2.7548  -0.1617
C  -8.0888  -2.4940  -2.1103  -0.1313
C  -6.9569  -2.0344  -1.0875  -0.4557
N  -6.3138  -0.8095  -1.6162  -0.1249
O  -5.4129  -0.2136  -0.7445  -0.0244
C  -7.5567  -1.8181  0.3662  -0.0287
C  -5.8542  -3.0673  -0.9803  -0.0447
C  -7.8088  1.2009  -1.0955  -0.0371
H  -6.4525  2.2707  -3.3581  0.0750
H  -5.2214  1.0271  -3.4816  0.0792
H  -5.4494  1.9482  -2.0510  0.0691
H  -8.5430  0.7408  -3.5892  0.1077
H  -7.3961  -0.2805  -4.1726  0.1099
H  -9.3190  -1.7546  -3.6591  0.1008
H  -9.6227  -0.9897  -2.0778  0.0968
H  -7.4871  -2.9185  -2.9140  0.1085
H  -8.7677  -3.3223  -1.9078  0.1186
H  -7.8511  -2.7634  0.8220  0.0733
H  -6.8668  -1.4725  1.1361  0.0758
H  -8.4267  -1.1691  0.2665  0.0574
H  -4.9311  -2.8966  -1.5343  0.0891
H  -5.5276  -3.2653  0.0406  0.0777
H  -6.2889  -4.0305  -1.2472  0.0794
H  -8.1898  2.1084  -1.5639  0.0758
H  -7.2497  1.4480  -0.1930  0.0795
H  -8.6942  0.7079  -0.6940  0.0552
H  -4.6077  -0.4505  -1.2104  0.1122
C  7.0447  3.0127  -0.3640  -0.0258
C  7.7719  2.1874  0.7926  -0.4909
C  6.7669  2.1113  1.9268  -0.1334
C  7.2551  1.2097  3.1090  -0.1534
C  7.5910  -0.2171  2.5538  -0.1278
C  8.4587  -0.2804  1.2642  -0.4871
N  7.9798  0.7853  0.2927  -0.0989
O  8.6623  0.7183  -0.9160  -0.0323
C  9.9198  -0.1115  1.6432  -0.0433
C  8.3327  -1.7179  0.7863  -0.0547
C  9.0381  2.9651  1.1145  -0.0380
H  6.1551  2.5543  -0.7960  0.0793
H  7.7212  3.2004  -1.1978  0.0737
H  6.7144  3.9381  0.1079  0.0784
H  6.5971  3.1010  2.3509  0.1191
H  5.8186  1.6663  1.6257  0.1283
H  6.6178  1.1613  3.9919  0.1059
H  8.1287  1.6653  3.5750  0.0867
H  6.6727  -0.7946  2.4480  0.1135
H  8.0335  -0.8058  3.3573  0.1153
H  10.0565  0.5964  2.4607  0.0746
H  10.3005  -1.0408  2.0669  0.0818
H  10.5127  0.1546  0.7681  0.0831
H  7.3165  -2.0501  0.5744  0.0797
H  8.7676  -1.8654  -0.2022  0.0792
H  8.7696  -2.4329  1.4835  0.0894
H  8.7182  3.9905  1.2998  0.0884
H  9.8989  2.8411  0.4575  0.0862
H  9.4008  2.8264  2.1329  0.0692
H  9.3781  1.3577  -0.8929  0.0750
C  -2.7542  1.4066  10.1605  -0.0337
C  -2.7841  -0.1701  10.1751  -0.4641
C  -4.2752  -0.5491  10.0393  -0.1363
C  -4.6758  -1.8830  9.3863  -0.1882
C  -4.0037  -1.9744  8.0494  -0.1422
C  -2.4174  -1.7125  8.0692  -0.4519
N  -2.0496  -0.5606  8.9305  -0.1339
O  -0.6793  -0.2397  8.8980  -0.0052
C  -1.8460  -3.0488  8.5063  -0.0629
C  -2.0273  -1.3724  6.5592  -0.0241
C  -2.1255  -0.7616  11.4182  -0.0314
H  -3.2226  1.6687  11.1092  0.0775
H  -3.4486  1.8704  9.4600  0.0716
H  -1.7662  1.8431  10.0141  0.0756
H  -4.7052  -0.5286  11.0407  0.1111
H  -4.9183  0.2574  9.6871  0.1077
H  -5.7323  -2.1479  9.4261  0.1105
H  -4.3598  -2.7457  9.9728  0.1003
H  -4.3529  -1.1804  7.3894  0.1083
H  -4.1699  -2.9492  7.5909  0.1156
H  -0.7602  -2.9567  8.5339  0.0819
H  -2.1928  -3.5097  9.4311  0.0719
H  -2.0673  -3.9013  7.8642  0.0793
H  -0.9468  -1.3235  6.4244  0.0724
H  -2.1403  -2.2135  5.8752  0.0827
H  -2.5329  -0.4565  6.2533  0.0839
H  -1.8007  -1.7698  11.1608  0.0693
H  -2.5464  -1.0733  12.3741  0.0818
H  -1.1712  -0.2477  11.5337  0.0809
H  -0.7091  0.2022  8.0463  0.0916
C  -1.9941  6.6596  3.0360  -0.0344
C  -0.4874  6.6890  2.7711  -0.4736
C  -0.1162  8.0671  2.1006  -0.1322
C  0.1934  9.1721  3.0654  -0.2362
C  1.0860  8.8080  4.1432  -0.1692
C  0.5246  7.6067  5.0396  -0.4237
N  0.3744  6.4981  3.9799  -0.0998
O  0.0230  5.2819  4.5789  -0.0170
C  1.6902  7.2201  6.0354  -0.0257
C  -0.7896  8.0844  5.7174  -0.0309
C  -0.1961  5.6162  1.7089  -0.0469
H  -2.7518  6.4357  2.2852  0.0941
H  -2.2296  5.9775  3.8530  0.0782
H  -2.2475  7.7088  3.1881  0.0696
H  0.5016  7.9822  1.2066  0.1144
H  -0.9710  8.3837  1.5029  0.1119
H  0.6554  10.0377  2.5907  0.1210
H  -0.7559  9.5521  3.4431  0.1090
H  1.1129  9.7224  4.7358  0.1180
H  2.0799  8.5526  3.7758  0.1257
H  1.5151  6.4734  6.8099  0.0723
H  2.1221  8.0854  6.5384  0.0761
H  2.3476  6.7678  5.2929  0.0788
H  -0.4710  8.8635  6.4099  0.0856
H  -1.1380  7.2202  6.2830  0.0771
H  -1.6449  8.3289  5.0875  0.0588
H  -0.7154  5.8606  0.7823  0.0844
H  0.8367  5.4990  1.3807  0.0833
H  -0.4292  4.5807  1.9566  0.0831
H  -0.9271  5.4195  4.5796  0.0484
C  -3.3706  -3.6447  -8.5730  -0.0696
C  -2.4349  -4.7563  -9.1628  -0.4484
C  -1.5809  -3.8974  -10.1669  -0.1169
C  -0.1836  -4.5398  -10.3863  -0.1754
C  0.4276  -4.9845  -9.0430  -0.1499
C  -0.3840  -5.9084  -8.0883  -0.4855
N  -1.6898  -5.1989  -7.9647  -0.1178
O  -2.5174  -5.8504  -7.0503  -0.0116
C  -0.3542  -7.3665  -8.7112  -0.0119
C  0.3749  -5.8604  -6.7780  -0.0505
C  -3.3244  -5.7878  -9.8363  -0.0498
H  -4.3265  -3.9593  -8.1542  0.0716
H  -3.7034  -2.7842  -9.1535  0.0716
H  -2.9825  -2.9979  -7.7861  0.0824
H  -2.0489  -4.0424  -11.1406  0.1050
H  -1.5071  -2.8146  -10.0659  0.1124
H  0.5464  -3.9427  -10.9328  0.1082
H  -0.3208  -5.4079  -11.0311  0.0955
H  0.6659  -4.1005  -8.4515  0.1198
H  1.3456  -5.4688  -9.3758  0.1177
H  0.6138  -7.8590  -8.8038  0.0817
H  -1.0336  -8.0100  -8.1522  0.0741
H  -0.7585  -7.1850  -9.7070  0.0535
H  0.1362  -6.7371  -6.1759  0.0774
H  1.4555  -5.9494  -6.8903  0.0885
H  0.1860  -4.9516  -6.2067  0.0909
H  -3.9949  -6.3901  -9.2232  0.0809
H  -2.8832  -6.4857  -10.5478  0.0732
H  -4.0729  -5.3596  -10.5031  0.0784
H  -2.6629  -5.2089  -6.3511  0.1042

Spin multiplicity: 3
HOMO-LUMO gap (alpha / beta) in eV: 4.17 / 4.17
E_tot in eV: -128992.09882
Charge: -1

---

Entry 2:
Here is 8 unconnected molecules or ions with the total composition C52H101BrClN3O13PS from the Open Molecules 2025 dataset. Energies are from ωB97M-V/def2-TZVPD.

Last column: Löwdin charge in e.
Geometry (Å):
C  -2.6666  0.6658  -2.6428  -0.1059
C  -3.4354  0.9563  -3.9506  -0.2233
C  -2.5606  1.6404  -5.0027  -0.2180
C  -2.0255  0.7191  -6.0914  -0.1926
C  -1.1092  -0.4026  -5.5818  -0.1971
C  0.2768  0.1543  -5.3408  -0.1946
C  1.1418  -0.7350  -4.4221  -0.1944
C  1.5976  0.0694  -3.2263  -0.2437
C  2.3911  -0.7376  -2.1710  -0.1709
C  1.6540  -0.8728  -0.8267  -0.2207
C  2.2197  -0.0282  0.3278  -0.1702
N  1.2627  0.9810  0.8441  -0.1352
C  0.9556  1.1030  2.1160  -0.3049
N  1.4006  0.1911  3.0807  0.0647
C  0.7086  -1.1259  3.3119  -0.1991
C  0.2417  -2.0146  2.1828  -0.6654
C  -0.1806  -3.3481  2.8236  -0.1306
Br  -1.3694  -1.3574  1.2768  0.7761
C  1.2305  0.9988  4.3236  -0.2591
C  1.5120  0.3641  5.6670  -0.1195
C  2.1687  1.3143  6.6806  -0.1396
C  1.6137  1.1254  8.0971  -0.0891
C  2.5908  0.3745  8.9724  -0.4681
O  3.6140  0.8822  9.4087  0.1170
O  2.2871  -0.9320  9.2462  0.0877
C  0.0039  1.8423  4.0651  -0.7393
O  0.1153  2.9483  4.9007  -0.0170
S  -1.6473  1.1664  4.4143  0.9170
N  0.2260  2.1357  2.6176  0.0337
C  0.7340  3.5102  2.4216  -0.1360
C  -0.3762  4.5523  2.5459  -0.0630
C  -0.5587  5.3584  1.2932  -0.4950
O  0.3384  5.6924  0.5546  0.1050
O  -1.8610  5.7528  1.0916  0.0894
P  0.6666  1.9417  -0.5317  0.7227
O  -0.5890  2.6837  0.1468  -0.2818
Cl  2.1442  3.3732  -0.6277  0.4174
H  -2.5029  -0.3939  -2.5136  0.0600
H  -3.1893  1.0669  -1.7825  0.0579
H  -1.6860  1.1362  -2.6620  0.0328
H  -3.8597  0.0542  -4.3760  0.1042
H  -4.2560  1.6113  -3.6905  0.0979
H  -1.7644  2.1896  -4.5098  0.0948
H  -3.1704  2.3852  -5.5034  0.0838
H  -1.4462  1.3486  -6.7603  0.1102
H  -2.8608  0.2960  -6.6355  0.1097
H  -1.0680  -1.1540  -6.3634  0.1008
H  -1.5358  -0.8298  -4.6823  0.0959
H  0.8179  0.3362  -6.2604  0.1174
H  0.1513  1.1147  -4.8467  0.0934
H  1.9878  -1.1327  -4.9700  0.1134
H  0.5513  -1.5617  -4.0408  0.1099
H  2.1903  0.9240  -3.5406  0.1154
H  0.7032  0.4763  -2.7707  0.0321
H  3.3823  -0.3201  -2.0403  0.1080
H  2.5197  -1.7384  -2.5617  0.1064
H  1.7799  -1.9108  -0.5360  0.0996
H  0.5915  -0.7205  -0.9463  0.0603
H  3.0763  0.5212  -0.0461  0.1071
H  2.5782  -0.6383  1.1383  0.1156
H  -0.1353  -1.0249  3.9844  0.0908
H  1.4273  -1.7284  3.8518  0.1240
H  0.9942  -2.2654  1.4594  0.0700
H  -0.1778  -4.1412  2.0925  0.0701
H  -1.2001  -3.2547  3.1741  0.0631
H  0.4356  -3.5901  3.6793  0.0857
H  2.0254  1.7407  4.2241  0.1598
H  0.6122  -0.1004  6.0555  0.1096
H  2.1959  -0.4583  5.4886  0.1249
H  3.2179  1.0507  6.7172  0.1210
H  2.1261  2.3441  6.3647  0.1086
H  1.4085  2.0677  8.5850  0.1273
H  0.6776  0.5781  8.0970  0.1105
H  1.3935  -0.9919  9.5949  0.1044
H  -0.7382  3.1675  5.2828  0.0869
H  -1.9381  0.6020  3.2341  -0.1606
H  1.1653  3.6218  1.4389  0.0111
H  1.5464  3.7214  3.1029  0.1383
H  -0.2154  5.1971  3.3985  0.1364
H  -1.3092  4.0352  2.7318  0.1206
H  -2.2889  5.1814  0.4526  0.1100
H  -1.2004  2.9012  -0.5632  0.0702
C  -3.8274  -5.6310  0.0132  -0.1627
C  -2.3645  -6.0482  0.1438  -0.1654
C  -1.8409  -5.7827  -1.2614  -0.2035
O  -2.6013  -4.6854  -1.7731  -0.1525
C  -3.7259  -4.4346  -0.9226  -0.2039
H  -4.3012  -5.3847  0.9618  0.1123
H  -4.4027  -6.4306  -0.4570  0.1168
H  -1.8557  -5.4024  0.8651  0.0907
H  -2.2272  -7.0814  0.4570  0.1150
H  -1.9970  -6.6486  -1.9132  0.1192
H  -0.7808  -5.5241  -1.2804  0.1133
H  -3.5398  -3.5077  -0.3657  0.0957
H  -4.6179  -4.2962  -1.5336  0.1183
C  4.6704  7.6808  -1.9656  -0.1669
C  4.9860  6.8253  -0.7412  -0.1665
C  5.0465  5.4312  -1.3502  -0.2258
O  5.5077  5.5905  -2.6888  -0.1386
C  5.4749  6.9758  -3.0494  -0.1990
H  4.9428  8.7282  -1.8518  0.1128
H  3.6034  7.6288  -2.1932  0.1135
H  5.9608  7.1001  -0.3331  0.1148
H  4.2480  6.9080  0.0556  0.1089
H  4.0519  4.9699  -1.3804  0.0417
H  5.7221  4.7616  -0.8149  0.1174
H  6.5034  7.3485  -3.0869  0.1186
H  5.0344  7.0773  -4.0410  0.1170
C  -3.4905  -5.0030  -6.3325  -0.1616
C  -2.5275  -5.7012  -7.2911  -0.1603
C  -1.9352  -4.5172  -8.0407  -0.1991
O  -1.9341  -3.4133  -7.1348  -0.1640
C  -2.7210  -3.7355  -5.9840  -0.2057
H  -3.7464  -5.5969  -5.4563  0.1098
H  -4.4160  -4.7478  -6.8533  0.1146
H  -1.7473  -6.2195  -6.7292  0.1135
H  -3.0080  -6.4228  -7.9491  0.1133
H  -2.5536  -4.2480  -8.9022  0.0953
H  -0.9182  -4.7018  -8.3886  0.1218
H  -2.0427  -3.8993  -5.1387  0.1161
H  -3.3726  -2.8940  -5.7450  0.1131
C  0.7964  -4.3930  13.0286  -0.1656
C  1.6614  -3.9783  11.8410  -0.1650
C  0.6478  -3.9980  10.7046  -0.2109
O  -0.6145  -3.6551  11.2781  -0.1466
C  -0.5217  -3.7019  12.7074  -0.2008
H  1.2039  -4.0958  13.9926  0.1146
H  0.6627  -5.4767  13.0339  0.1150
H  2.0435  -2.9659  11.9921  0.1105
H  2.5095  -4.6360  11.6616  0.1140
H  0.5683  -4.9951  10.2585  0.1184
H  0.8856  -3.2855  9.9118  0.0949
H  -0.5344  -2.6759  13.0901  0.1163
H  -1.3882  -4.2294  13.1049  0.1171
C  -4.6510  4.1916  -9.5989  -0.1659
C  -3.2650  4.5816  -9.0943  -0.1671
C  -3.4675  4.5568  -7.5855  -0.2114
O  -4.4602  3.5622  -7.3245  -0.1601
C  -5.0821  3.1703  -8.5563  -0.1921
H  -4.6532  3.7874  -10.6094  0.1107
H  -5.3149  5.0586  -9.5765  0.1136
H  -2.5344  3.8250  -9.3888  0.1132
H  -2.9193  5.5480  -9.4575  0.1114
H  -3.8363  5.5206  -7.2173  0.1170
H  -2.5555  4.3040  -7.0407  0.1082
H  -4.7336  2.1654  -8.8165  0.1112
H  -6.1625  3.1366  -8.4156  0.1171
C  -3.5242  -2.6278  -11.0163  -0.1788
C  -3.6495  -1.7128  -12.2321  -0.1665
C  -4.3814  -0.5146  -11.6427  -0.2060
O  -3.9773  -0.4283  -10.2739  -0.1513
C  -3.2843  -1.6221  -9.8969  -0.2117
H  -2.7268  -3.3638  -11.1021  0.1049
H  -4.4643  -3.1601  -10.8510  0.1166
H  -2.6577  -1.4157  -12.5795  0.1146
H  -4.1817  -2.1624  -13.0685  0.1124
H  -5.4670  -0.6567  -11.6765  0.1175
H  -4.1398  0.4212  -12.1477  0.1151
H  -2.2194  -1.3861  -9.7947  0.1222
H  -3.6530  -1.9601  -8.9279  0.1086
C  6.3216  0.8213  11.3617  -0.1732
C  7.3616  -0.1886  11.8416  -0.1705
C  6.9153  -0.4346  13.2766  -0.2087
O  5.4960  -0.2705  13.2898  -0.1430
C  5.0648  0.3242  12.0603  -0.2187
H  6.2108  0.8623  10.2809  0.0999
H  6.5811  1.8213  11.7172  0.1152
H  7.2837  -1.1098  11.2594  0.1122
H  8.3876  0.1699  11.7747  0.1098
H  7.3572  0.2980  13.9607  0.1166
H  7.1642  -1.4342  13.6344  0.1148
H  4.5580  -0.4396  11.4651  0.1007
H  4.3542  1.1228  12.2756  0.1153

Spin multiplicity: 1
HOMO-LUMO gap in eV: 7.37
E_tot in eV: -189330.82878
Charge: +1

---

- What is the formula in the first record?
  C51H97N6NiO12

---

- Number 1 is which compound?
  C51H97N6NiO12